1.
{"formula": "C50H52HgI2N2OP2STe", "method": "ωB97M-V/def2-TZVPD", "relative_energy_ev": 0.407, "charge": -1, "spin_multiplicity": 2, "elements": ["Hg", "C", "S", "C", "C", "C", "N", "P", "C", "C", "C", "C", "C", "C", "C", "C", "C", "C", "C", "C", "P", "C", "C", "C", "C", "C", "C", "C", "C", "C", "C", "C", "C", "H", "H", "H", "H", "H", "H", "H", "H", "H", "H", "H", "H", "H", "H", "H", "H", "H", "H", "H", "H", "H", "H", "H", "H", "H", "H", "H", "H", "H", "I", "C", "I", "H", "H", "C", "C", "C", "O", "H", "H", "H", "H", "H", "H", "Te", "C", "C", "C", "C", "C", "C", "C", "C", "C", "C", "C", "C", "H", "H", "H", "H", "H", "H", "H", "H", "H", "H", "N", "C", "C", "C", "C", "C", "C", "H", "H", "H", "H", "H"], "xyz": [[0.39, -1.94, -0.19], [1.97, 5.58, -3.50], [0.80, 6.43, -2.43], [-0.74, 5.53, -2.80], [-1.05, 4.38, -1.86], [0.01, 3.29, -1.96], [-0.35, 2.03, -1.30], [-0.14, 1.77, 0.42], [-1.85, 1.61, 1.03], [-2.97, 2.15, 0.40], [-4.22, 2.00, 0.97], [-4.37, 1.29, 2.15], [-3.27, 0.72, 2.77], [-2.01, 0.88, 2.20], [0.33, 3.41, 1.05], [-0.50, 4.29, 1.74], [0.00, 5.49, 2.21], [1.33, 5.83, 2.00], [2.18, 4.96, 1.33], [1.68, 3.74, 0.88], [0.17, 0.57, -2.05], [1.91, 0.95, -2.50], [2.82, 0.70, -1.48], [4.18, 0.96, -1.65], [4.64, 1.46, -2.86], [3.74, 1.71, -3.89], [2.38, 1.46, -3.71], [-0.64, 0.62, -3.68], [-1.78, 1.39, -3.93], [-2.43, 1.30, -5.15], [-1.97, 0.42, -6.13], [-0.86, -0.37, -5.87], [-0.20, -0.27, -4.66], [2.90, 6.14, -3.47], [1.61, 5.57, -4.53], [2.17, 4.56, -3.18], [-0.67, 5.18, -3.83], [-1.54, 6.28, -2.77], [-2.02, 3.96, -2.12], [-1.12, 4.75, -0.83], [0.96, 3.68, -1.57], [0.18, 3.07, -3.02], [-2.85, 2.67, -0.54], [-5.09, 2.44, 0.48], [-5.36, 1.17, 2.58], [-3.38, 0.14, 3.67], [-1.15, 0.40, 2.66], [-1.54, 4.03, 1.90], [-0.65, 6.17, 2.75], [1.72, 6.78, 2.36], [3.22, 5.20, 1.18], [2.34, 3.04, 0.38], [2.48, 0.29, -0.54], [4.85, 0.74, -0.83], [5.69, 1.64, -3.01], [4.09, 2.10, -4.83], [1.69, 1.67, -4.52], [-2.15, 2.04, -3.15], [-3.31, 1.90, -5.33], [-2.49, 0.35, -7.08], [-0.51, -1.07, -6.62], [0.66, -0.90, -4.46], [-1.27, -3.64, -1.51], [2.24, -4.47, -2.68], [3.16, -2.90, -1.84], [2.00, -4.41, -3.72], [2.30, -5.42, -2.18], [-4.82, -0.91, -0.85], [-3.65, -0.80, -1.81], [-3.83, -1.30, -3.22], [-2.62, -0.29, -1.45], [-5.56, -1.65, -1.17], [-5.29, 0.06, -0.78], [-4.43, -1.17, 0.14], [-4.50, -0.62, -3.74], [-4.28, -2.29, -3.22], [-2.87, -1.33, -3.72], [0.27, -2.71, 3.77], [-0.51, -3.78, 5.51], [-1.87, -3.96, 5.75], [-2.34, -4.57, 6.91], [-1.44, -5.00, 7.88], [-0.08, -4.82, 7.67], [0.37, -4.23, 6.50], [-0.03, -4.43, 2.58], [1.06, -5.04, 1.96], [0.90, -6.21, 1.24], [-0.35, -6.81, 1.15], [-1.44, -6.21, 1.76], [-1.28, -5.02, 2.46], [-2.60, -3.60, 5.03], [-3.40, -4.70, 7.06], [-1.80, -5.46, 8.79], [0.63, -5.15, 8.41], [1.44, -4.11, 6.34], [2.03, -4.58, 2.04], [1.76, -6.67, 0.77], [-0.48, -7.73, 0.59], [-2.42, -6.66, 1.68], [-2.15, -4.55, 2.91], [1.27, -1.71, 1.64], [2.59, -1.33, 1.75], [3.00, 0.02, 1.73], [4.32, 0.41, 1.93], [5.31, -0.53, 2.16], [4.94, -1.88, 2.21], [3.63, -2.26, 2.01], [2.23, 0.78, 1.60], [4.57, 1.47, 1.91], [6.34, -0.23, 2.32], [5.69, -2.64, 2.40], [3.36, -3.30, 2.04]]}



2.
{"formula": "CH11O4S", "method": "ωB97M-V/def2-TZVPD", "relative_energy_ev": 1.392, "charge": -1, "elements": ["C", "S", "H", "H", "H", "H", "H", "O", "H", "H", "O", "H", "H", "O", "H", "H", "O"], "xyz": [[2.73, -1.32, -0.88], [2.88, 0.57, -1.03], [3.68, -1.79, -1.26], [2.60, -1.73, 0.12], [1.85, -1.66, -1.37], [0.20, 0.96, -3.80], [-0.08, 1.47, -2.47], [0.31, 1.77, -3.26], [1.24, 0.88, 0.20], [0.83, 0.93, 1.84], [0.50, 1.17, 0.90], [-3.88, 0.27, 2.63], [-3.36, -0.83, 3.35], [-4.17, -0.32, 3.37], [-2.35, -0.25, -0.09], [-1.03, 0.21, 0.87], [-1.96, -0.31, 0.86]]}



3.
{"formula": "C49H38CdCl2N5O2P2S", "method": "ωB97M-V/def2-TZVPD", "relative_energy_ev": 0.000, "charge": -1, "elements": ["Cd", "Cl", "C", "C", "C", "N", "C", "O", "C", "C", "C", "C", "C", "N", "C", "C", "C", "Cl", "N", "C", "O", "C", "C", "C", "C", "C", "N", "H", "H", "H", "H", "H", "H", "H", "H", "H", "H", "S", "C", "C", "C", "C", "C", "N", "H", "H", "H", "H", "C", "C", "P", "C", "C", "C", "C", "C", "C", "C", "C", "C", "C", "C", "C", "P", "C", "C", "C", "C", "C", "C", "C", "C", "C", "C", "C", "C", "H", "H", "H", "H", "H", "H", "H", "H", "H", "H", "H", "H", "H", "H", "H", "H", "H", "H", "H", "H", "H", "H", "H", "H"], "xyz": [[-1.58, 0.62, -0.78], [1.71, 6.50, 2.17], [0.56, 5.49, 1.32], [0.35, 4.18, 1.75], [-0.50, 3.33, 1.06], [-0.87, 2.01, 1.46], [-2.02, 2.02, 2.23], [-2.54, 2.97, 2.79], [-2.78, 0.71, 2.25], [-3.64, 0.46, 3.31], [-4.23, -0.79, 3.41], [-3.93, -1.74, 2.45], [-3.16, -1.36, 1.36], [-2.58, -0.16, 1.26], [-1.12, 3.78, -0.13], [-1.01, 5.14, -0.45], [-0.17, 5.99, 0.25], [-0.11, 7.66, -0.24], [-1.77, 2.87, -0.96], [-2.61, 3.37, -1.91], [-3.38, 4.29, -1.86], [-2.48, 2.66, -3.26], [-3.56, 2.47, -4.09], [-3.38, 1.87, -5.31], [-2.09, 1.53, -5.68], [-1.05, 1.79, -4.81], [-1.22, 2.32, -3.61], [0.89, 3.79, 2.59], [-3.78, 1.24, 4.06], [-4.86, -1.02, 4.25], [-4.37, -2.73, 2.51], [-3.02, -2.03, 0.53], [-1.56, 5.56, -1.28], [-4.54, 2.79, -3.78], [-4.23, 1.61, -5.93], [-1.82, 1.05, -6.59], [-0.02, 1.49, -5.04], [-3.30, -0.87, -1.96], [-2.14, -1.25, -3.22], [-2.52, -1.99, -4.35], [-1.57, -2.36, -5.28], [-0.26, -1.96, -5.07], [0.03, -1.20, -3.97], [-0.88, -0.83, -3.04], [-3.56, -2.28, -4.45], [-1.85, -2.99, -6.11], [0.55, -2.21, -5.75], [1.04, -0.87, -3.76], [1.20, 1.18, 0.01], [1.99, 0.08, -0.77], [2.21, -1.61, -0.05], [3.34, -2.49, -1.22], [3.70, -3.76, -0.74], [4.58, -4.58, -1.42], [5.11, -4.14, -2.64], [4.79, -2.91, -3.14], [3.88, -2.09, -2.44], [0.72, -2.62, -0.33], [0.27, -3.17, -1.53], [-0.78, -4.07, -1.56], [-1.39, -4.47, -0.38], [-0.97, -3.94, 0.82], [0.08, -3.02, 0.85], [0.58, 0.62, 1.76], [-0.03, 0.61, 3.59], [-0.44, -0.68, 3.92], [-0.89, -1.03, 5.17], [-0.93, -0.08, 6.17], [-0.59, 1.23, 5.87], [-0.12, 1.57, 4.58], [2.33, 0.80, 2.42], [2.79, -0.25, 3.25], [4.03, -0.24, 3.83], [4.89, 0.85, 3.64], [4.48, 1.89, 2.84], [3.21, 1.85, 2.21], [0.34, 1.50, -0.61], [1.72, 2.13, 0.01], [3.02, 0.42, -0.91], [1.56, 0.00, -1.78], [3.34, -4.09, 0.23], [4.86, -5.54, -1.05], [5.81, -4.77, -3.18], [5.23, -2.55, -4.07], [3.64, -1.11, -2.82], [0.76, -2.91, -2.45], [-1.12, -4.46, -2.52], [-2.19, -5.20, -0.41], [-1.43, -4.23, 1.75], [0.48, -2.63, 1.78], [-0.43, -1.40, 3.12], [-1.28, -2.02, 5.39], [-1.25, -0.36, 7.17], [-0.67, 2.00, 6.60], [0.08, 2.60, 4.37], [2.14, -1.11, 3.40], [4.35, -1.07, 4.44], [5.86, 0.83, 4.12], [5.15, 2.73, 2.73], [2.91, 2.74, 1.65]]}



4.
{"formula": "C19H54N6O6", "method": "ωB97M-V/def2-TZVPD", "relative_energy_ev": 1.371, "elements": ["C", "C", "C", "O", "C", "N", "H", "H", "H", "H", "H", "H", "H", "H", "H", "H", "H", "C", "C", "C", "O", "C", "N", "H", "H", "H", "H", "H", "H", "H", "H", "H", "H", "H", "C", "C", "C", "O", "C", "N", "H", "H", "H", "H", "H", "H", "H", "H", "H", "H", "H", "C", "C", "C", "O", "C", "N", "H", "H", "H", "H", "H", "H", "H", "H", "H", "H", "H", "C", "C", "O", "H", "H", "H", "H", "H", "H", "C", "O", "N", "N", "H", "H", "H", "H"], "xyz": [[7.10, -4.19, 1.59], [6.01, -4.88, 2.38], [4.62, -4.20, 2.19], [4.30, -4.12, 0.80], [3.20, -3.21, 0.67], [5.80, -6.28, 1.97], [8.03, -4.76, 1.62], [7.32, -3.18, 1.94], [6.70, -4.02, 0.59], [6.27, -4.86, 3.45], [4.71, -3.22, 2.67], [3.87, -4.86, 2.63], [3.47, -2.24, 1.08], [2.27, -3.63, 1.07], [2.99, -3.09, -0.40], [5.15, -6.25, 1.18], [6.68, -6.65, 1.64], [-4.31, -3.83, 0.53], [-4.99, -2.99, 1.62], [-4.03, -1.99, 2.27], [-3.11, -2.64, 3.13], [-1.98, -1.86, 3.37], [-6.08, -2.21, 0.96], [-3.39, -4.26, 0.95], [-3.96, -3.19, -0.29], [-4.95, -4.60, 0.09], [-5.48, -3.67, 2.32], [-4.61, -1.28, 2.86], [-3.52, -1.47, 1.45], [-2.21, -1.00, 4.03], [-1.60, -1.32, 2.50], [-1.20, -2.37, 3.94], [-5.66, -1.58, 0.27], [-6.53, -2.89, 0.36], [1.08, 0.90, 2.99], [0.60, 0.62, 1.57], [0.91, 1.76, 0.58], [0.10, 1.67, -0.64], [-0.23, 2.97, -1.15], [1.17, -0.65, 1.10], [2.16, 1.09, 3.00], [0.89, 0.08, 3.68], [0.48, 1.66, 3.49], [-0.49, 0.45, 1.65], [1.95, 1.63, 0.28], [0.72, 2.76, 0.97], [-0.27, 3.72, -0.36], [-1.20, 2.90, -1.64], [0.55, 3.24, -1.86], [0.78, -0.84, 0.20], [2.15, -0.41, 0.99], [-4.51, 5.57, -4.74], [-5.11, 4.96, -3.44], [-4.26, 5.24, -2.21], [-2.90, 5.01, -2.38], [-2.08, 6.14, -2.19], [-6.49, 5.46, -3.24], [-3.66, 4.99, -5.09], [-4.06, 6.54, -4.48], [-5.31, 5.76, -5.45], [-5.15, 3.87, -3.54], [-4.71, 4.69, -1.36], [-4.51, 6.27, -1.87], [-2.15, 6.81, -3.05], [-1.05, 5.78, -2.24], [-2.31, 6.65, -1.26], [-6.63, 6.06, -4.05], [-6.55, 6.12, -2.47], [5.43, 0.76, 0.58], [4.89, 0.21, -0.72], [4.09, 1.16, -1.39], [5.80, 1.77, 0.41], [6.12, 0.11, 1.11], [4.55, 0.93, 1.21], [4.36, -0.71, -0.44], [5.72, -0.13, -1.35], [3.64, 0.79, -2.15], [-0.68, -1.38, -2.36], [-0.84, -2.14, -3.31], [-1.62, -1.16, -1.40], [0.43, -0.56, -2.29], [-1.50, -0.53, -0.64], [-2.53, -1.52, -1.66], [0.88, -0.46, -3.18], [0.48, 0.21, -1.61]]}



5.
{"formula": "C28H59B3O9", "method": "ωB97M-V/def2-TZVPD", "relative_energy_ev": 0.000, "elements": ["C", "O", "C", "C", "C", "C", "C", "C", "C", "C", "C", "C", "C", "C", "B", "O", "B", "O", "B", "O", "H", "H", "H", "H", "H", "H", "H", "H", "H", "H", "H", "H", "H", "H", "H", "H", "H", "H", "H", "H", "H", "H", "H", "H", "H", "H", "H", "H", "H", "C", "C", "O", "C", "H", "H", "H", "H", "H", "H", "C", "C", "O", "C", "H", "H", "H", "H", "H", "H", "C", "C", "O", "C", "H", "H", "H", "H", "H", "H", "C", "C", "O", "C", "H", "H", "H", "H", "H", "H", "C", "C", "O", "C", "H", "H", "H", "H", "H", "H"], "xyz": [[3.21, -3.13, 1.50], [2.57, -2.21, 0.64], [3.44, -1.17, 0.20], [3.97, -0.27, 1.31], [2.85, 0.25, 2.22], [2.05, 1.35, 1.52], [0.65, 1.56, 2.14], [-0.41, 1.02, 1.19], [-1.83, 1.03, 1.76], [-2.88, 1.57, 0.78], [-2.88, 0.91, -0.59], [-3.91, -0.22, -0.79], [-4.08, -1.20, 0.37], [-5.53, -1.79, 0.38], [-6.33, -1.48, 1.68], [-7.74, -1.43, 1.65], [-8.19, -0.26, 2.22], [-7.69, 0.06, 3.47], [-6.74, -0.90, 3.82], [-5.76, -1.23, 2.92], [2.98, -2.89, 2.54], [2.82, -4.13, 1.30], [4.29, -3.14, 1.37], [2.88, -0.58, -0.52], [4.28, -1.60, -0.34], [4.70, -0.83, 1.89], [4.46, 0.57, 0.83], [3.34, 0.67, 3.09], [2.19, -0.57, 2.50], [2.61, 2.28, 1.58], [1.93, 1.08, 0.47], [0.48, 2.62, 2.28], [0.64, 1.03, 3.09], [-0.13, 0.02, 0.86], [-0.37, 1.65, 0.30], [-1.85, 1.64, 2.65], [-2.11, 0.03, 2.07], [-3.85, 1.39, 1.25], [-2.78, 2.65, 0.73], [-3.14, 1.68, -1.32], [-1.90, 0.54, -0.89], [-4.86, 0.21, -1.10], [-3.57, -0.81, -1.64], [-3.42, -2.05, 0.28], [-3.94, -0.73, 1.34], [-5.49, -2.88, 0.25], [-6.12, -1.41, -0.44], [-8.91, 0.47, 1.64], [-6.83, -1.44, 4.87], [-8.08, 3.45, 3.62], [-9.43, 3.89, 3.13], [-9.69, 3.94, 1.95], [-10.44, 4.28, 4.18], [-7.45, 3.20, 2.77], [-7.60, 4.24, 4.19], [-8.18, 2.56, 4.25], [-10.07, 5.11, 4.78], [-10.64, 3.43, 4.84], [-11.37, 4.58, 3.70], [1.79, -2.10, -3.22], [2.79, -1.02, -3.55], [2.82, 0.03, -2.94], [3.76, -1.30, -4.67], [1.16, -1.77, -2.40], [1.17, -2.30, -4.09], [2.31, -3.01, -2.93], [3.23, -1.48, -5.60], [4.36, -2.18, -4.43], [4.43, -0.45, -4.80], [8.44, -2.39, -6.98], [7.06, -1.81, -6.76], [6.20, -2.43, -6.17], [6.80, -0.43, -7.30], [8.49, -3.38, -6.54], [8.65, -2.45, -8.05], [9.19, -1.75, -6.51], [6.95, -0.42, -8.38], [7.49, 0.29, -6.84], [5.78, -0.13, -7.07], [0.19, 6.28, 4.09], [-0.66, 5.10, 3.65], [-0.44, 4.52, 2.62], [-1.78, 4.69, 4.57], [0.95, 6.47, 3.34], [-0.44, 7.17, 4.19], [0.66, 6.06, 5.05], [-2.48, 5.51, 4.70], [-1.38, 4.41, 5.55], [-2.30, 3.84, 4.14], [6.85, -5.04, -4.18], [7.01, -5.20, -2.69], [8.06, -5.54, -2.19], [5.80, -4.89, -1.84], [7.79, -5.29, -4.67], [6.07, -5.72, -4.54], [6.58, -4.02, -4.42], [4.98, -5.56, -2.10], [5.48, -3.86, -1.99], [6.04, -5.04, -0.79]]}



6.
{"formula": "C4H8O2", "method": "ωB97M-V/def2-TZVPD", "relative_energy_ev": 4.476, "elements": ["C", "C", "O", "C", "C", "H", "H", "H", "H", "H", "H", "H", "H", "O"], "xyz": [[0.37, -0.60, -1.89], [0.47, -0.74, -0.54], [0.46, -1.95, 0.09], [0.72, 0.47, 0.27], [1.26, 0.47, 1.54], [0.10, -1.49, -2.43], [0.56, 0.32, -2.41], [0.93, -2.60, -0.43], [0.63, 1.27, -0.48], [0.68, -0.11, 2.25], [2.32, 0.50, 1.80], [-3.27, 1.07, 0.25], [-2.17, 1.58, 1.18], [-3.05, 1.80, 0.82]]}



| no. | electronic energy (eV) | largest force on an atom (eV/Å) |
| --- | --- | --- |
| 1 | -114803.6597 | 0.77 |
| 2 | -20241.5296 | 2.91 |
| 3 | -121999.2176 | 1.94 |
| 4 | -41801.6659 | 1.96 |
| 5 | -50455.4449 | 1.50 |
| 6 | -8368.8055 | 2.22 |